Record 1
{"formula": "C3H2Cl2O", "method": "ωB97M-V/def2-TZVPD", "energy_ha": -1110.9793, "de_lowest_kcal_mol": 92.44, "homo_ev": -9.71, "e_lumo_ha": -0.0264, "molar_mass_g_mol": 124.954, "homo_lumo_gap_ev": 9.0, "total_charge": 0, "species": ["C", "C", "C", "O", "Cl", "Cl", "H", "H"], "positions_angstrom": [[0.187, 0.207, 0.575], [0.931, -0.833, 0.229], [-0.756, 0.432, -0.554], [-0.295, -0.596, -1.404], [0.339, 1.053, 2.065], [2.064, -1.954, 0.399], [-1.809, 0.272, -0.282], [-0.659, 1.418, -1.027]], "mulliken_charge": [0.194, 0.249, -0.105, -0.533, -0.171, -0.090, 0.223, 0.233]}

***

Record 2
{"formula": "C3H2Cl2O2", "method": "ωB97M-V/def2-TZVPD", "energy_ha": -1186.2495, "de_lowest_kcal_mol": 88.70, "smiles": "ClC1=COO[C@H]1Cl", "homo_ev": -9.31, "e_lumo_ha": 0.0284, "molar_mass_g_mol": 140.953, "homo_lumo_gap_ev": 10.1, "total_charge": 0, "species": ["Cl", "C", "C", "O", "O", "C", "Cl", "H", "H"], "positions_angstrom": [[2.217, 0.553, -0.865], [0.685, 0.403, -0.188], [-0.266, 1.271, 0.138], [-1.368, 0.719, 0.685], [-1.111, -0.686, 0.851], [-0.015, -1.044, 0.127], [-0.437, -1.812, -1.459], [-0.319, 2.341, 0.039], [0.614, -1.745, 0.671]], "mulliken_charge": [-0.156, 0.179, -0.285, -0.207, -0.163, 0.084, -0.196, 0.425, 0.318]}